The ion C8H13N4OS with charge +1 in a non-equilibrium geometry, computed with ωB97M-V with the def2-TZVPD basis set.

For the energy relative to the best compared isomer or geometry (same formula, charge and spin), the calculation gives 389.4 kJ/mol. As for the max |F|: 5.49 eV/Å. Its LUMO energy (spin up / spin down) is -4.4880 / -4.4883 eV. Its net charge is +1.

Last column: Löwdin charge in e.
Geometry (Å):
C -1.51393 1.30838 -0.02592  0.0131
C 1.79649 -0.83189 -0.25420  -0.2773
C 2.04065 0.45969 0.20067  -0.1337
C -0.32005 0.79543 0.52469  -0.2052
C 0.54411 -1.31009 -0.26253  -0.4894
C 3.00249 -1.63874 -0.75287  -0.0293
C 3.27955 1.31002 0.28114  0.0381
C -3.79619 0.42237 -0.17195  -0.2915
N 0.98232 1.29399 0.44393  0.1474
N -2.37604 0.31668 -0.39988  -0.0885
N -0.55924 -0.56892 0.61100  -0.0336
N -1.87196 -0.84866 0.29345  0.0177
O -4.11790 0.65771 1.13825  -0.0117
S 0.16992 -2.81402 -0.84384  1.0315
H -1.85121 2.35437 -0.21650  0.1519
H 2.72039 -2.70293 -0.43227  0.0856
H 3.93707 -1.29222 -0.27434  0.0868
H 3.13449 -1.51112 -1.83188  0.0969
H 3.45290 1.77799 -0.61144  0.0803
H 4.22996 0.88946 0.41986  0.0820
H 2.98492 2.05962 1.02328  0.1055
H -4.29703 -0.46154 -0.65031  0.1457
H -4.15992 1.23529 -0.89810  0.1527
H 1.15204 2.25149 0.65341  0.1536
H -2.39369 -0.93276 1.15179  0.1348
H -1.09554 -2.79731 -0.44118  -0.0941
H -5.07457 0.57772 1.32572  0.1308

Forces on atoms 1 to 3 (eV/Å):
2.44 2.25 0.64
2.82 0.70 -0.25
-1.61 2.81 -0.02